Entry 1:
{"formula": "C4H7ClN2O", "method": "ωB97M-V with the def2-TZVPD basis set", "de_lowest_kj_mol": 224.8, "lumo_energy_ha": [0.011, 0.005], "energy_ev": -21809.3086, "homo_energy_ha": [-0.270, -0.270], "molar_mass_g_mol": 134.566, "symbols": ["C", "C", "C", "C", "N", "N", "O", "Cl", "H", "H", "H", "H", "H", "H", "H"], "xyz": [[0.196647, -0.400182, 0.179051], [1.362242, 0.243736, -0.436781], [3.796042, 0.608270, -0.190127], [-2.185264, -0.799984, -0.012141], [2.623499, 0.040418, 0.100615], [-1.014091, 0.022352, -0.298816], [0.422012, -1.343297, 0.969485], [5.327511, -0.202934, 0.048068], [1.243749, 0.958151, -1.209689], [3.726807, 1.395290, -0.965444], [-2.151552, -1.268126, 1.097133], [-3.160968, -0.267706, -0.287536], [-1.939165, -1.726386, -0.515413], [2.493631, -0.787186, 0.799814], [-1.004432, 0.667947, -1.149509]], "forces_ev_per_angstrom": [[2.29, -0.58, -0.47], [1.04, 0.32, 1.05], [-1.21, -0.17, -0.62], [-0.04, -0.97, 1.73], [-1.41, -1.86, 0.35], [0.08, 1.17, -0.33], [-1.19, 0.98, -0.27], [-1.02, 0.42, 0.14], [0.16, 0.66, -0.55], [0.48, -0.58, 0.67], [-0.22, 1.99, -2.15], [1.55, -1.08, 0.46], [-1.11, -0.40, -0.80], [0.71, 1.57, -1.17], [-0.09, -1.48, 1.97]]}


Entry 2:
{"formula": "C4H6O2", "method": "ωB97M-V with the def2-TZVPD basis set", "de_lowest_kj_mol": 434.1, "lumo_energy_ha": 0.030, "energy_ev": -8335.9621, "homo_energy_ha": -0.322, "molar_mass_g_mol": 86.090, "symbols": ["O", "C", "C", "C", "O", "C", "H", "H", "H", "H", "H", "H"], "xyz": [[-0.469653, 1.182604, 1.717759], [0.630447, 1.034807, 1.010067], [0.381580, 0.419068, -0.308471], [0.697483, -1.091450, -0.286653], [-0.648055, -1.432938, -0.605508], [-1.004235, -0.053289, -0.738250], [0.126372, 1.454926, 2.457258], [0.960764, 0.972668, -1.040035], [1.396544, -1.417501, -1.057232], [1.011539, -1.484686, 0.680620], [-1.810107, 0.226275, -0.063290], [-1.272680, 0.189515, -1.766264]], "forces_ev_per_angstrom": [[1.64, 0.28, 0.95], [0.48, -0.54, -1.15], [-0.06, 0.15, -0.30], [0.52, -0.24, 0.11], [-0.11, -0.20, 0.06], [-0.48, 0.31, -0.12], [-1.91, 0.22, 0.60], [0.05, 0.03, -0.16], [0.06, -0.01, -0.01], [0.01, -0.06, 0.06], [-0.15, -0.01, 0.00], [-0.04, 0.05, -0.04]]}


Entry 3:
{"formula": "C2H7N3O2", "method": "ωB97M-V with the def2-TZVPD basis set", "de_lowest_kj_mol": 389.7, "lumo_energy_ha": 0.021, "energy_ev": -10750.0373, "homo_energy_ha": -0.331, "smiles": "CN(O)C(=O)NN", "molar_mass_g_mol": 105.097, "symbols": ["C", "N", "O", "C", "O", "N", "N", "H", "H", "H", "H", "H", "H", "H"], "xyz": [[-2.138945, -0.115919, 0.124691], [-0.705168, -0.318258, 0.042664], [-0.307166, -1.558856, -0.459417], [0.019429, 0.824590, -0.209466], [-0.514344, 1.959648, -0.194749], [1.356187, 0.701940, -0.319346], [2.105546, -0.388069, 0.216128], [-2.562687, -0.765248, 0.933281], [-2.659827, -0.267585, -0.914691], [-2.241731, 0.979607, 0.515695], [0.473756, -1.692969, 0.056199], [1.845393, 1.533992, -0.262981], [2.634246, -0.927438, -0.560052], [2.695307, 0.034560, 1.032038]], "forces_ev_per_angstrom": [[-1.05, 0.91, 0.14], [-0.97, 1.02, 0.08], [-0.74, 0.50, -0.63], [-1.68, 1.61, 0.81], [1.22, -1.81, -0.30], [1.09, -2.18, -0.48], [1.04, 0.02, 0.49], [0.27, 0.23, -1.03], [0.84, 0.31, 2.02], [-0.09, -2.11, -1.11], [1.16, -0.62, 0.64], [0.66, 2.02, -0.26], [-0.73, 1.72, 1.94], [-1.03, -1.62, -2.31]]}